C29H25Cl3IN3O3W as an isolated structure in a non-equilibrium geometry. Source: the Open Molecules 2025 dataset; level of theory: the ωB97M-V functional and the def2-TZVPD basis.

Results
Relative energy (zero: lowest compared OMol25 entry of this formula, charge and spin): 87.01 kJ/mol
HOMO-LUMO gap (alpha / beta): 0.1792 / 0.1792 Eh
F_max: 2.65 eV Å⁻¹
Calculated total energy: -3255.5235 hartree

Each line ends with the Löwdin charge.
Element x y z (Å)
W (-0.38, -0.09, -0.11)  1.58
Cl (5.88, 2.61, -1.36)  0.69
C (4.53, 1.79, -0.63)  -0.61
C (4.75, 0.85, 0.34)  -0.17
C (3.68, 0.17, 0.95)  -0.65
I (4.05, -1.21, 2.45)  0.92
C (2.37, 0.42, 0.59)  -0.43
O (1.32, -0.15, 1.13)  -0.28
C (2.17, 1.39, -0.45)  -0.14
N (0.87, 1.57, -0.82)  -0.01
C (0.55, 2.47, -1.72)  -0.09
C (1.54, 3.25, -2.34)  -0.03
C (2.86, 3.05, -2.03)  -0.01
C (3.21, 2.09, -1.06)  -0.17
H (5.76, 0.63, 0.64)  0.09
H (-0.50, 2.55, -1.98)  0.08
H (1.25, 3.99, -3.08)  0.11
H (3.64, 3.63, -2.51)  0.10
Cl (-7.67, -0.16, -1.29)  0.66
C (-5.95, 0.11, -1.19)  -0.67
C (-5.38, 1.12, -1.96)  -0.12
C (-4.01, 1.32, -1.87)  -0.57
Cl (-3.28, 2.58, -2.82)  0.71
C (-3.20, 0.57, -1.03)  -0.33
O (-1.89, 0.85, -0.97)  -0.29
C (-3.79, -0.46, -0.25)  -0.15
C (-3.04, -1.31, 0.59)  -0.13
O (-1.73, -1.30, 0.74)  -0.24
C (-5.19, -0.66, -0.35)  -0.06
H (-5.98, 1.73, -2.62)  0.11
H (-3.57, -2.09, 1.14)  0.12
H (-5.66, -1.45, 0.23)  0.11
C (0.79, -0.50, -3.88)  -0.04
C (1.16, -1.86, -3.36)  -0.22
C (1.76, -2.81, -4.17)  -0.06
C (2.11, -4.05, -3.67)  -0.09
C (1.87, -4.36, -2.35)  -0.06
C (1.26, -3.44, -1.49)  -0.21
C (1.02, -3.79, -0.05)  -0.03
C (0.91, -2.19, -2.02)  -0.24
N (0.31, -1.23, -1.21)  -0.14
H (0.91, -0.45, -4.96)  0.08
H (1.44, 0.27, -3.44)  0.07
H (-0.23, -0.24, -3.63)  0.08
H (1.95, -2.56, -5.21)  0.11
H (2.58, -4.78, -4.32)  0.10
H (2.14, -5.33, -1.95)  0.11
H (1.96, -3.88, 0.49)  0.08
H (0.51, -4.75, 0.02)  0.08
H (0.41, -3.05, 0.46)  0.05
C (-1.42, 2.51, 4.95)  -0.04
C (-0.71, 1.28, 4.38)  -0.58
C (-1.30, -0.01, 4.96)  -0.03
C (0.81, 1.35, 4.64)  -0.03
C (-0.89, 1.24, 2.93)  -0.09
N (-0.97, 1.16, 1.79)  0.15
H (-1.26, 2.55, 6.03)  0.09
H (-2.50, 2.47, 4.76)  0.09
H (-1.03, 3.43, 4.52)  0.09
H (-1.12, -0.03, 6.03)  0.09
H (-0.82, -0.89, 4.51)  0.10
H (-2.37, -0.07, 4.78)  0.09
H (0.98, 1.33, 5.72)  0.09
H (1.23, 2.27, 4.24)  0.10
H (1.32, 0.51, 4.18)  0.08